(1)
{
  "formula": "C36H90ClLiN6",
  "method": "ωB97M-V/def2-TZVPD",
  "e_tot_ha": -2221.8489,
  "multiplicity": 1,
  "species": ["Li", "Cl", "C", "C", "N", "C", "C", "C", "C", "H", "H", "H", "H", "H", "H", "H", "H", "H", "H", "H", "H", "H", "H", "H", "C", "C", "N", "C", "C", "C", "C", "H", "H", "H", "H", "H", "H", "H", "H", "H", "H", "H", "H", "H", "H", "H", "C", "C", "N", "C", "C", "C", "C", "H", "H", "H", "H", "H", "H", "H", "H", "H", "H", "H", "H", "H", "H", "H", "C", "C", "N", "C", "C", "C", "C", "H", "H", "H", "H", "H", "H", "H", "H", "H", "H", "H", "H", "H", "H", "H", "C", "C", "N", "C", "C", "C", "C", "H", "H", "H", "H", "H", "H", "H", "H", "H", "H", "H", "H", "H", "H", "H", "C", "C", "N", "C", "C", "C", "C", "H", "H", "H", "H", "H", "H", "H", "H", "H", "H", "H", "H", "H", "H", "H"],
  "positions_angstrom": [[4.21, -24.06, -0.56], [4.01, -25.11, 1.50], [1.53, -21.35, -2.78], [2.57, -22.43, -2.48], [2.65, -22.81, -1.05], [2.91, -21.68, -0.09], [4.15, -20.78, -0.45], [1.43, -23.49, -0.62], [0.99, -24.70, -1.45], [0.52, -21.73, -2.60], [1.54, -21.00, -3.81], [1.60, -20.47, -2.13], [2.50, -23.31, -3.11], [3.58, -22.10, -2.72], [3.08, -22.08, 0.91], [2.06, -21.01, -0.16], [4.04, -20.18, -1.35], [5.01, -21.44, -0.58], [4.32, -20.11, 0.39], [1.54, -23.83, 0.41], [0.60, -22.79, -0.72], [0.25, -25.25, -0.87], [0.45, -24.48, -2.37], [1.82, -25.36, -1.71], [4.88, -26.29, -2.58], [6.02, -25.59, -1.77], [5.98, -24.13, -1.80], [7.12, -23.62, -0.99], [7.12, -23.95, 0.50], [6.03, -23.53, -3.13], [7.13, -24.02, -4.02], [4.82, -25.98, -3.62], [3.93, -26.22, -2.05], [5.12, -27.35, -2.65], [6.03, -25.95, -0.74], [6.97, -25.84, -2.25], [8.08, -24.03, -1.31], [7.29, -22.54, -1.07], [6.38, -23.28, 0.95], [6.89, -24.98, 0.75], [8.01, -23.77, 1.10], [6.14, -22.45, -3.02], [5.10, -23.57, -3.71], [7.04, -23.51, -4.98], [7.14, -25.09, -4.23], [8.09, -23.80, -3.56], [3.00, -28.76, 0.14], [4.08, -29.37, 1.10], [5.21, -29.89, 0.32], [6.14, -28.77, -0.05], [7.13, -29.17, -1.17], [6.00, -30.83, 1.21], [5.20, -32.18, 1.34], [1.99, -28.89, 0.51], [3.00, -29.07, -0.91], [3.21, -27.69, 0.17], [4.39, -28.76, 1.94], [3.63, -30.29, 1.49], [5.54, -27.93, -0.40], [6.63, -28.29, 0.80], [6.57, -29.39, -2.08], [7.85, -28.37, -1.38], [7.69, -30.07, -0.91], [6.19, -30.39, 2.19], [7.00, -31.03, 0.85], [4.39, -32.15, 2.07], [5.87, -32.98, 1.67], [4.69, -32.39, 0.41], [-2.15, -23.37, 1.11], [-1.54, -24.29, 2.17], [-1.72, -23.79, 3.55], [-3.14, -23.76, 3.94], [-3.97, -25.04, 3.70], [-1.08, -22.53, 3.84], [0.42, -22.52, 3.68], [-1.62, -22.42, 0.99], [-3.22, -23.16, 1.16], [-2.09, -23.94, 0.18], [-1.87, -25.33, 2.11], [-0.46, -24.36, 2.02], [-3.22, -23.48, 4.98], [-3.67, -22.96, 3.42], [-4.04, -25.25, 2.63], [-3.55, -25.86, 4.28], [-4.98, -24.95, 4.11], [-1.18, -22.26, 4.89], [-1.54, -21.74, 3.25], [0.66, -22.57, 2.62], [0.95, -23.35, 4.15], [0.76, -21.59, 4.14], [6.90, -22.86, 6.23], [6.18, -21.50, 6.31], [6.20, -20.77, 4.99], [7.57, -20.29, 4.62], [8.23, -19.40, 5.71], [5.52, -21.49, 3.85], [4.03, -21.66, 4.11], [6.66, -23.55, 7.04], [7.99, -22.86, 6.16], [6.67, -23.44, 5.34], [5.14, -21.70, 6.58], [6.46, -20.86, 7.15], [7.48, -19.73, 3.69], [8.31, -21.06, 4.41], [9.06, -18.89, 5.23], [8.52, -19.92, 6.62], [7.46, -18.65, 5.95], [5.56, -20.85, 2.96], [6.04, -22.42, 3.63], [3.80, -22.34, 4.93], [3.52, -20.76, 4.44], [3.48, -22.03, 3.25], [4.19, -23.10, -7.28], [2.84, -22.78, -6.69], [1.75, -23.57, -7.32], [1.37, -23.06, -8.64], [0.77, -24.19, -9.52], [0.59, -23.71, -6.48], [0.85, -24.74, -5.36], [4.25, -22.82, -8.33], [4.39, -24.17, -7.41], [5.04, -22.75, -6.69], [2.90, -23.04, -5.64], [2.56, -21.74, -6.81], [0.65, -22.24, -8.60], [2.23, -22.65, -9.16], [1.39, -25.09, -9.52], [-0.17, -24.53, -9.09], [0.70, -23.87, -10.56], [-0.35, -23.87, -7.01], [0.29, -22.73, -6.11], [1.62, -25.48, -5.55], [-0.07, -25.23, -5.07], [1.25, -24.20, -4.50]]
}

---

(2)
{
  "formula": "C36H90F6O18PSr",
  "method": "ωB97M-V/def2-TZVPD",
  "e_tot_ha": -3750.9413,
  "total_charge": 1,
  "multiplicity": 1,
  "species": ["Sr", "P", "F", "F", "F", "F", "F", "F", "C", "O", "C", "C", "O", "C", "H", "H", "H", "H", "H", "H", "H", "H", "H", "H", "C", "O", "C", "C", "O", "C", "H", "H", "H", "H", "H", "H", "H", "H", "H", "H", "C", "O", "C", "C", "O", "C", "H", "H", "H", "H", "H", "H", "H", "H", "H", "H", "C", "O", "C", "C", "O", "C", "H", "H", "H", "H", "H", "H", "H", "H", "H", "H", "C", "O", "C", "C", "O", "C", "H", "H", "H", "H", "H", "H", "H", "H", "H", "H", "C", "O", "C", "C", "O", "C", "H", "H", "H", "H", "H", "H", "H", "H", "H", "H", "C", "O", "C", "C", "O", "C", "H", "H", "H", "H", "H", "H", "H", "H", "H", "H", "C", "O", "C", "C", "O", "C", "H", "H", "H", "H", "H", "H", "H", "H", "H", "H", "C", "O", "C", "C", "O", "C", "H", "H", "H", "H", "H", "H", "H", "H", "H", "H"],
  "positions_angstrom": [[17.41, 18.11, 18.24], [15.51, 15.27, 17.32], [15.39, 16.85, 17.98], [15.97, 15.89, 15.95], [17.14, 15.47, 17.78], [15.75, 13.79, 16.73], [15.08, 14.64, 18.73], [13.97, 15.29, 16.99], [12.83, 11.38, 17.42], [12.26, 10.72, 16.26], [11.19, 9.85, 16.60], [10.77, 9.12, 15.37], [9.60, 9.60, 14.71], [9.85, 10.84, 14.10], [12.09, 12.11, 17.79], [13.66, 11.91, 17.06], [13.17, 10.74, 18.29], [10.39, 10.44, 17.02], [11.59, 9.14, 17.37], [10.61, 8.04, 15.68], [11.67, 9.14, 14.67], [10.83, 10.89, 13.59], [9.88, 11.66, 14.84], [9.09, 11.07, 13.38], [17.60, 8.72, 22.76], [18.20, 7.82, 21.85], [17.69, 7.83, 20.58], [18.24, 8.88, 19.66], [17.64, 10.13, 19.97], [17.83, 11.08, 18.94], [17.67, 9.78, 22.49], [18.12, 8.54, 23.73], [16.53, 8.57, 22.81], [16.56, 7.84, 20.57], [18.08, 6.94, 20.12], [18.04, 8.66, 18.61], [19.35, 9.02, 19.82], [18.90, 11.25, 18.87], [17.27, 12.01, 19.21], [17.37, 10.73, 17.99], [19.82, 12.10, 14.61], [18.51, 11.92, 15.07], [17.91, 10.83, 14.45], [16.59, 10.49, 15.13], [16.76, 9.76, 16.35], [16.74, 8.39, 16.20], [19.82, 12.15, 13.51], [20.52, 11.30, 14.94], [20.24, 12.98, 15.06], [18.51, 9.94, 14.43], [17.63, 11.11, 13.43], [15.86, 9.99, 14.55], [16.13, 11.48, 15.52], [15.86, 8.01, 15.55], [16.71, 7.98, 17.21], [17.67, 7.95, 15.79], [19.70, 20.43, 16.44], [19.55, 19.35, 17.51], [20.80, 18.99, 18.19], [20.80, 17.54, 18.50], [19.63, 17.21, 19.19], [19.64, 15.81, 19.55], [18.73, 20.99, 16.30], [20.07, 19.93, 15.54], [20.56, 21.08, 16.79], [20.89, 19.69, 19.04], [21.65, 19.02, 17.49], [21.71, 17.19, 19.02], [20.80, 17.00, 17.55], [18.62, 15.46, 19.72], [20.33, 15.61, 20.38], [19.91, 15.26, 18.64], [17.64, 21.41, 19.87], [17.30, 20.05, 20.05], [17.76, 19.45, 21.27], [16.84, 18.27, 21.68], [16.94, 17.34, 20.64], [16.24, 16.16, 21.22], [17.02, 22.08, 20.42], [17.35, 21.42, 18.86], [18.72, 21.63, 20.02], [17.69, 20.21, 22.04], [18.77, 19.08, 21.07], [15.86, 18.66, 21.68], [17.23, 17.89, 22.65], [15.18, 16.38, 21.31], [16.72, 15.96, 22.22], [16.36, 15.35, 20.54], [14.84, 20.40, 17.84], [15.90, 20.20, 16.93], [15.44, 19.73, 15.72], [16.59, 19.26, 14.82], [17.47, 18.43, 15.49], [18.36, 17.63, 14.68], [15.27, 20.22, 18.84], [14.05, 19.66, 17.61], [14.40, 21.40, 17.79], [14.91, 20.52, 15.17], [14.74, 18.92, 15.90], [17.13, 20.16, 14.42], [16.11, 18.79, 13.97], [17.85, 17.02, 13.94], [18.96, 17.04, 15.34], [19.11, 18.26, 14.14], [10.87, 10.65, 20.54], [11.84, 11.66, 20.47], [12.50, 11.79, 21.69], [13.64, 12.79, 21.57], [13.16, 14.15, 21.45], [13.03, 14.87, 22.69], [10.37, 10.64, 21.53], [11.34, 9.68, 20.46], [10.12, 10.82, 19.72], [13.02, 10.90, 22.10], [11.84, 12.13, 22.45], [14.17, 12.57, 20.62], [14.38, 12.71, 22.36], [12.54, 14.29, 23.50], [12.48, 15.80, 22.52], [14.01, 15.18, 23.06], [22.02, 15.08, 23.81], [21.00, 14.55, 22.97], [20.74, 13.22, 23.34], [19.45, 12.78, 22.68], [18.37, 13.26, 23.42], [17.16, 13.15, 22.78], [22.93, 14.58, 23.61], [21.82, 15.05, 24.89], [22.25, 16.13, 23.55], [20.57, 13.26, 24.43], [21.53, 12.52, 23.12], [19.42, 11.69, 22.48], [19.38, 13.34, 21.71], [17.27, 13.66, 21.79], [16.41, 13.60, 23.35], [16.88, 12.18, 22.53], [13.84, 13.53, 13.63], [14.84, 13.22, 12.67], [14.68, 11.99, 12.06], [15.60, 11.83, 10.85], [16.98, 11.70, 11.13], [17.75, 11.64, 9.98], [13.86, 12.86, 14.47], [12.87, 13.50, 13.09], [14.00, 14.57, 13.88], [13.62, 11.92, 11.66], [14.77, 11.19, 12.81], [15.43, 12.71, 10.18], [15.20, 10.96, 10.32], [17.60, 10.71, 9.46], [18.79, 11.65, 10.34], [17.55, 12.49, 9.32]]
}

---

(3)
{
  "formula": "C36H90O18",
  "method": "ωB97M-V/def2-TZVPD",
  "relative_energy_kj_mol": 705.4,
  "smiles": "COCCOC.COCCOC.COCCOC.COCCOC.COCCOC.COCCOC.COCCOC.COCCOC.COCCOC",
  "multiplicity": 1,
  "species": ["C", "O", "C", "C", "O", "C", "H", "H", "H", "H", "H", "H", "H", "H", "H", "H", "C", "O", "C", "C", "O", "C", "H", "H", "H", "H", "H", "H", "H", "H", "H", "H", "C", "O", "C", "C", "O", "C", "H", "H", "H", "H", "H", "H", "H", "H", "H", "H", "C", "O", "C", "C", "O", "C", "H", "H", "H", "H", "H", "H", "H", "H", "H", "H", "C", "O", "C", "C", "O", "C", "H", "H", "H", "H", "H", "H", "H", "H", "H", "H", "C", "O", "C", "C", "O", "C", "H", "H", "H", "H", "H", "H", "H", "H", "H", "H", "C", "O", "C", "C", "O", "C", "H", "H", "H", "H", "H", "H", "H", "H", "H", "H", "C", "O", "C", "C", "O", "C", "H", "H", "H", "H", "H", "H", "H", "H", "H", "H", "C", "O", "C", "C", "O", "C", "H", "H", "H", "H", "H", "H", "H", "H", "H", "H"],
  "positions_angstrom": [[2.28, -1.09, 0.81], [0.86, -1.13, 0.51], [0.26, -0.17, -0.42], [-1.16, -0.57, -0.74], [-1.73, 0.40, -1.69], [-3.07, 0.74, -1.57], [3.11, -1.06, 0.10], [2.58, -1.79, 1.58], [2.41, -0.17, 1.38], [0.91, -0.17, -1.30], [0.34, 0.70, 0.23], [-1.60, -0.45, 0.25], [-1.24, -1.65, -0.83], [-3.26, 1.33, -0.67], [-3.65, -0.17, -1.40], [-3.50, 1.26, -2.42], [3.54, 1.35, 5.84], [3.92, 2.51, 5.25], [5.07, 3.20, 5.68], [5.31, 4.17, 4.54], [6.00, 3.42, 3.51], [6.47, 4.18, 2.43], [4.09, 0.52, 5.41], [2.47, 1.17, 5.70], [3.82, 1.30, 6.90], [5.95, 2.56, 5.62], [5.04, 3.69, 6.65], [6.04, 4.95, 4.79], [4.38, 4.67, 4.26], [6.76, 3.62, 1.55], [7.12, 5.02, 2.68], [5.55, 4.65, 2.08], [1.82, -9.74, -3.70], [1.21, -8.46, -3.61], [1.99, -7.44, -3.07], [0.99, -6.29, -2.77], [0.82, -5.44, -3.96], [0.22, -6.07, -5.03], [2.70, -9.57, -4.33], [1.24, -10.53, -4.17], [2.19, -10.24, -2.80], [2.76, -7.01, -3.72], [2.49, -7.84, -2.19], [1.38, -5.62, -2.00], [0.02, -6.77, -2.62], [-0.80, -6.42, -4.84], [0.90, -6.83, -5.42], [0.04, -5.26, -5.74], [-4.80, 8.23, 2.84], [-5.02, 9.61, 2.67], [-4.08, 10.08, 1.72], [-4.62, 10.38, 0.32], [-4.58, 9.21, -0.42], [-5.85, 8.39, -0.27], [-5.78, 7.76, 2.70], [-4.34, 7.88, 3.77], [-4.12, 7.78, 2.11], [-3.11, 9.59, 1.65], [-3.79, 11.10, 2.00], [-3.98, 11.16, -0.10], [-5.55, 10.88, 0.56], [-5.65, 7.32, -0.38], [-6.51, 8.76, -1.05], [-6.41, 8.65, 0.62], [-10.94, 2.13, -5.45], [-11.33, 0.86, -5.91], [-10.67, 0.43, -7.15], [-10.80, -1.09, -7.47], [-12.14, -1.40, -7.71], [-12.39, -2.70, -8.09], [-11.33, 2.99, -5.99], [-9.86, 2.08, -5.57], [-11.10, 2.37, -4.40], [-9.61, 0.65, -7.16], [-11.16, 0.94, -7.99], [-10.50, -1.72, -6.63], [-10.08, -1.18, -8.28], [-13.40, -2.69, -8.51], [-12.35, -3.33, -7.21], [-11.64, -3.03, -8.80], [13.72, -5.94, 4.18], [12.36, -5.70, 4.38], [11.92, -4.36, 4.58], [10.37, -4.07, 4.32], [10.00, -2.67, 4.18], [10.24, -2.10, 2.93], [14.14, -5.18, 3.51], [13.95, -6.93, 3.80], [14.28, -5.90, 5.11], [12.58, -3.71, 4.00], [12.08, -4.32, 5.65], [9.70, -4.48, 5.07], [9.99, -4.58, 3.43], [11.28, -2.27, 2.69], [9.87, -1.09, 2.78], [9.67, -2.72, 2.23], [7.05, -1.19, -4.36], [7.72, -0.11, -3.76], [8.67, 0.52, -4.66], [9.28, 1.59, -3.82], [10.26, 2.25, -4.71], [11.23, 3.07, -4.07], [6.57, -0.95, -5.31], [6.35, -1.67, -3.67], [7.82, -1.94, -4.51], [8.13, 0.87, -5.53], [9.37, -0.22, -5.06], [9.73, 1.16, -2.92], [8.52, 2.35, -3.63], [12.03, 2.46, -3.65], [10.70, 3.76, -3.42], [11.61, 3.64, -4.91], [-12.36, 7.92, -2.16], [-11.38, 7.48, -1.17], [-12.06, 6.67, -0.21], [-11.03, 6.10, 0.84], [-10.16, 5.07, 0.26], [-9.82, 4.06, 1.22], [-11.84, 8.66, -2.77], [-13.29, 8.32, -1.75], [-12.64, 7.20, -2.93], [-12.55, 5.81, -0.67], [-12.88, 7.25, 0.22], [-11.60, 5.71, 1.69], [-10.46, 7.00, 1.07], [-9.20, 4.58, 1.95], [-9.18, 3.26, 0.84], [-10.72, 3.67, 1.69], [-0.35, -5.65, 4.33], [-0.52, -7.05, 4.30], [-0.49, -7.70, 5.52], [0.77, -8.30, 6.23], [1.83, -7.33, 6.48], [2.88, -7.97, 7.30], [-1.01, -5.16, 5.04], [-0.56, -5.30, 3.32], [0.64, -5.30, 4.62], [-1.07, -8.61, 5.37], [-1.00, -7.16, 6.31], [1.17, -9.04, 5.54], [0.53, -8.84, 7.15], [3.63, -7.20, 7.46], [3.39, -8.72, 6.69], [2.58, -8.54, 8.17]]
}